11 unconnected molecules or ions with the total composition C53H124N7O16 at a distorted geometry, computed with ωB97M-V/def2-TZVPD.

net charge = +3

Each line ends with the Mulliken charge.
Cartesian coordinates (Å):
C -0.3700 0.0044 -5.4357  -0.892
C -0.0390 1.5145 -5.3138  -0.784
C -1.0001 2.1636 -4.2804  1.892
C -0.9802 3.6946 -4.3601  -1.471
N -1.6919 4.4708 -3.1589  0.407
C -1.5752 6.0011 -3.2871  -0.623
C -2.8976 6.5385 -2.7625  -0.755
C -3.7867 5.3216 -2.5070  -0.816
C -3.1644 4.1878 -3.2999  -0.251
C -1.1334 4.1015 -1.7208  -0.899
C 0.4111 4.0364 -1.4623  -0.206
C 0.6778 3.4247 0.0207  -0.717
H 0.3895 -0.6514 -5.8613  0.432
H -1.2600 -0.0131 -6.0647  0.306
H -0.6474 -0.3978 -4.4613  -0.006
H -0.0924 1.9653 -6.3048  0.457
H 0.9833 1.6869 -4.9773  0.414
H -0.6652 1.8809 -3.2824  -0.820
H -2.0323 1.8136 -4.2869  -0.307
H -1.5225 4.0269 -5.2453  0.610
H 0.0271 4.1108 -4.3681  0.430
H -0.6537 6.4137 -2.8763  0.421
H -1.6341 6.1455 -4.3658  0.448
H -2.6743 6.9927 -1.7972  0.281
H -3.3231 7.3653 -3.3312  0.409
H -4.0756 5.2182 -1.4611  0.322
H -4.7266 5.4636 -3.0404  0.490
H -3.2865 3.1720 -2.9238  -0.111
H -3.5001 4.2495 -4.3351  0.548
H -1.5175 3.0877 -1.6074  -0.169
H -1.6927 4.8089 -1.1086  0.710
H 0.7630 5.0672 -1.4213  0.552
H 0.8432 3.4396 -2.2655  0.284
H 1.7128 3.0915 0.0971  -0.203
H 0.0153 2.5670 0.1377  0.092
H 0.5016 4.1508 0.8142  0.626
C 7.8527 1.7569 5.5130  -1.343
C 8.1027 2.8504 4.4376  -0.290
C 8.3915 2.3132 3.0135  -0.024
C 8.8999 3.4341 2.0869  -1.197
N 9.5692 2.8328 0.7352  0.190
C 10.9168 2.1794 1.0902  -0.802
C 11.7453 2.1708 -0.2656  -0.553
C 11.1257 3.2978 -1.0659  -0.649
C 10.0143 3.8592 -0.2712  -0.567
C 8.6947 1.7790 -0.0653  -1.002
C 7.2805 2.2826 -0.3804  0.413
C 6.3811 1.2197 -0.9488  -1.333
H 8.7419 1.2322 5.8625  0.408
H 7.2660 0.9475 5.0785  0.256
H 7.3928 2.1162 6.4336  0.381
H 8.8621 3.4959 4.8790  0.414
H 7.2610 3.5103 4.2275  0.136
H 7.4928 1.8697 2.5849  0.190
H 9.1760 1.5663 3.1357  0.253
H 9.6139 4.1025 2.5682  0.664
H 8.0816 4.0349 1.6900  0.502
H 10.8548 1.1970 1.5585  0.407
H 11.4558 2.8329 1.7761  0.483
H 11.7213 1.2313 -0.8178  0.300
H 12.7856 2.4291 -0.0678  0.369
H 10.9834 3.0504 -2.1179  0.341
H 11.9200 4.0427 -1.1136  0.339
H 9.1805 4.2052 -0.8820  0.299
H 10.3431 4.7467 0.2696  0.485
H 8.7738 0.8777 0.5424  0.432
H 9.1611 1.5724 -1.0286  0.504
H 7.3490 3.1963 -0.9708  0.280
H 6.8766 2.7274 0.5290  -0.180
H 6.7624 0.8320 -1.8935  0.422
H 5.4683 1.7191 -1.2736  0.195
H 6.1998 0.4139 -0.2375  0.290
C -2.2596 -7.6154 -1.1957  -1.132
C -3.4939 -8.0507 -0.4558  -0.508
C -4.7617 -7.2219 -0.8951  -0.699
C -4.8685 -5.7812 -0.3827  -0.006
N -6.3426 -5.1374 -0.4593  0.269
C -6.4447 -3.7104 0.1886  -0.707
C -5.8913 -2.6524 -0.7395  0.339
C -6.0817 -3.3114 -2.1006  -0.047
C -6.6560 -4.6748 -1.9775  -1.102
C -7.5690 -5.9980 -0.0187  -1.202
C -7.4908 -6.6404 1.3739  -0.231
C -8.6035 -7.6147 1.6719  -1.455
H -1.3412 -8.1368 -0.9257  0.390
H -2.0750 -6.5607 -0.9916  0.163
H -2.3698 -7.8887 -2.2452  0.348
H -3.2726 -7.9230 0.6038  0.349
H -3.7396 -9.0641 -0.7731  0.334
H -5.6661 -7.6552 -0.4680  0.189
H -4.9469 -7.3055 -1.9660  0.445
H -4.2121 -5.0152 -0.7955  0.007
H -4.6977 -5.9169 0.6853  0.310
H -7.4702 -3.5652 0.5283  0.378
H -5.9214 -3.9000 1.1257  0.240
H -6.3997 -1.7151 -0.5135  0.468
H -4.8654 -2.4149 -0.4582  -0.398
H -6.7179 -2.7573 -2.7907  0.148
H -5.2333 -3.3188 -2.7849  0.299
H -7.7429 -4.5930 -1.9692  0.344
H -6.3138 -5.4923 -2.6119  0.485
H -7.6196 -6.8056 -0.7489  0.571
H -8.5033 -5.4658 -0.1975  0.665
H -7.6268 -5.8021 2.0572  0.337
H -6.5712 -7.1148 1.7163  0.371
H -8.4107 -8.0345 2.6592  0.388
H -8.6855 -8.3979 0.9182  0.348
H -9.5204 -7.0285 1.6121  0.343
C 4.3385 3.7832 5.4500  -1.451
C 3.2815 3.0100 4.6304  0.225
C 3.9885 1.8428 3.8724  -0.570
O 3.0065 1.1327 3.0756  0.233
C 3.6607 0.2504 2.2124  -0.385
N 2.1383 2.4813 5.6423  0.096
H 1.7369 3.2247 6.1959  0.421
H 1.4142 2.0271 5.1042  -0.172
H 2.5047 1.8694 6.3575  0.417
H 3.8845 4.6632 5.9057  0.462
H 5.1374 4.1212 4.7900  0.319
H 4.8712 3.1922 6.1950  0.399
H 2.8217 3.6255 3.8571  0.242
H 4.5098 1.2726 4.6412  0.394
H 4.7364 2.3139 3.2346  0.113
H 4.0333 0.6573 1.2723  -0.339
H 3.0049 -0.5350 1.8367  0.094
H 4.4816 -0.2814 2.6934  0.519
C -8.0405 1.5524 -5.0183  -1.525
C -7.4462 1.4069 -3.6250  -0.137
C -6.3568 0.2853 -3.6909  -0.015
O -5.1435 0.6465 -4.3400  -0.443
C -4.2053 -0.4011 -4.5016  -0.396
N -6.7754 2.7576 -3.3478  0.017
H -6.3721 3.0819 -4.2152  0.485
H -7.3259 3.5094 -2.9582  0.443
H -6.0451 2.6982 -2.6527  0.111
H -8.6230 2.4734 -5.0423  0.432
H -8.6871 0.7083 -5.2583  0.455
H -7.3333 1.5412 -5.8476  0.331
H -8.3477 1.3577 -3.0142  0.347
H -6.8223 -0.5686 -4.1831  0.719
H -6.2266 -0.1435 -2.6973  -0.185
H -3.8148 -0.8836 -3.6056  0.037
H -3.2803 -0.0335 -4.9460  -0.196
H -4.5194 -1.1328 -5.2459  0.532
C 1.6839 -1.8643 4.2564  -1.474
C 0.4238 -2.6498 3.7271  1.204
C 0.4185 -4.2104 3.8780  -0.676
O 1.1815 -4.6708 2.7737  -0.328
C 1.2734 -6.1132 2.7003  -0.879
N -0.7527 -2.0016 4.4178  0.282
H -1.6374 -2.3087 4.0396  0.061
H -0.5764 -2.3072 5.3641  0.483
H -0.6669 -0.9954 4.3981  0.024
H 1.8687 -1.9908 5.3232  0.502
H 1.6555 -0.8461 3.8685  -0.016
H 2.5367 -2.3344 3.7666  0.481
H 0.4790 -2.2460 2.7162  -0.612
H -0.5147 -4.7692 3.9490  0.560
H 0.9988 -4.5106 4.7504  0.431
H 0.4435 -6.5999 2.1880  0.291
H 1.3901 -6.6477 3.6431  0.350
H 2.1123 -6.4995 2.1215  0.297
C -1.7936 -2.6558 -1.6251  -0.904
C -0.9046 -1.8473 -0.6961  0.737
C 0.1255 -0.8708 -1.4855  -0.442
O 1.0414 -0.3727 -0.6488  -0.040
C 2.0344 0.3457 -1.3140  0.020
N -1.7261 -1.0797 0.3715  1.920
H -1.1331 -0.4741 0.9208  -0.094
H -2.3803 -0.4244 -0.0317  -0.501
H -2.1876 -1.7256 0.9959  0.428
H -1.1767 -3.2746 -2.2768  0.699
H -2.3437 -2.0145 -2.3137  -0.243
H -2.4550 -3.4072 -1.1936  -0.100
H -0.3712 -2.5422 -0.0476  0.421
H -0.5151 -0.0612 -1.8351  -0.397
H 0.5642 -1.4022 -2.3301  0.549
H 2.6108 -0.4372 -1.8069  0.574
H 2.7058 0.8197 -0.5980  -0.572
H 1.6859 1.0867 -2.0334  -0.078
O 0.0075 2.6026 3.3286  -0.518
C -0.3613 1.3770 3.5697  0.140
O -0.4770 0.6395 2.5564  -0.444
O -0.7223 1.0432 4.7144  -0.852
H 0.1360 2.3751 2.4048  0.158
O -5.1122 1.9358 -1.1242  -0.432
C -4.2415 1.0496 -0.7392  0.089
O -3.1945 0.7644 -1.3281  -0.548
O -4.4591 0.5548 0.3400  -0.764
H -5.8463 1.5999 -0.6047  0.257
O 4.0289 3.3679 -0.2644  -0.226
C 4.3158 4.6683 -0.1283  0.645
O 5.3793 5.0056 0.3159  -0.690
O 3.5280 5.4122 -0.6813  -0.706
H 3.2719 3.8124 -0.6530  0.032
O -4.2769 -4.5912 2.9508  -0.318
C -3.6272 -3.4870 3.0972  0.510
O -3.1159 -2.9249 2.1092  -0.858
O -3.5196 -3.0300 4.2283  -0.856
H -4.6914 -4.5388 3.8151  0.243


12 unconnected molecules or ions with the total composition C53H138N14O20 at a distorted geometry, computed with ωB97M-V/def2-TZVPD.

structure (SMILES) = COCCNCCOC.COCCNCCOC.COCCNCCOC.COCCNCCOC.COCCNCCOC.COCCNCCOC.COCCNCCOC.COCCNCCOC.NC(N)=O.NC(N)=O.NC(N)=O.CCO

Each line ends with the Mulliken charge.
Cartesian coordinates (Å):
C 1.2384 -3.2016 1.3999  -0.501
O 2.6130 -3.5785 1.2678  -0.461
C 2.9706 -4.2165 0.0739  0.461
C 4.3741 -4.8395 0.2601  -1.070
N 4.4313 -5.8784 1.2680  -0.193
C 3.5743 -6.9407 0.8898  -0.127
C 3.6538 -8.1169 1.8294  -0.844
O 2.9402 -7.7186 3.0221  -0.231
C 3.0747 -8.8036 3.9291  -0.860
H 0.5021 -4.0272 1.3875  0.342
H 0.9111 -2.4709 0.6661  0.141
H 1.2577 -2.7225 2.3511  0.167
H 3.0095 -3.5208 -0.7918  -0.009
H 2.2378 -5.0519 -0.1050  0.256
H 4.9772 -4.0136 0.6930  0.235
H 4.7760 -5.1682 -0.6848  0.239
H 4.2192 -5.5287 2.2175  0.392
H 3.9117 -7.1923 -0.1359  0.277
H 2.4842 -6.7240 0.7728  0.092
H 4.7020 -8.3175 2.1016  0.389
H 3.0773 -8.9147 1.3496  0.399
H 2.6140 -8.4588 4.8995  0.243
H 4.0497 -8.9928 4.2484  0.378
H 2.6432 -9.7805 3.6003  0.291
C -3.8364 1.4892 4.0425  0.094
O -5.2118 1.7796 4.2980  -0.337
C -5.7691 1.0537 5.3713  -0.235
C -7.2660 1.2826 5.3918  -1.044
N -8.0251 0.6542 4.3196  0.412
C -9.4753 0.5314 4.5971  -0.980
C -10.1727 -0.0518 3.3743  -0.369
O -10.0800 -1.4728 3.5552  -0.385
C -10.5425 -2.1624 2.4126  -0.792
H -3.4485 2.0254 3.1939  -0.520
H -3.6370 0.4553 3.8232  0.088
H -3.2385 1.6861 4.9379  0.478
H -5.4584 1.5537 6.3194  0.275
H -5.4399 0.0104 5.2756  0.246
H -7.3683 2.3508 5.6138  0.296
H -7.5532 0.7505 6.2897  0.424
H -7.9326 1.1364 3.4456  -0.218
H -9.9324 1.5199 4.7718  0.412
H -9.6872 -0.0863 5.4562  0.493
H -9.7760 0.1606 2.3891  0.381
H -11.2919 0.1582 3.3494  0.368
H -9.7116 -2.1366 1.6323  0.218
H -11.3498 -1.6813 1.9009  0.371
H -10.6416 -3.2052 2.6672  0.307
C -1.6364 -2.6288 3.2437  -0.986
O -0.8620 -1.5041 2.9393  0.626
C -0.1326 -0.9939 4.1256  -1.237
C 0.4554 0.3581 3.7531  0.018
N -0.4786 1.5137 3.6260  0.227
C 0.1000 2.8615 3.6407  -0.174
C -0.8493 3.9398 3.2847  -0.765
O -1.2717 3.8942 1.8969  -0.193
C -2.3761 4.6811 1.5485  -0.755
H -1.9627 -3.0819 2.2933  0.130
H -2.5235 -2.4314 3.8377  0.213
H -1.0763 -3.5133 3.6781  0.330
H 0.6358 -1.7473 4.3217  0.419
H -0.8628 -0.9957 4.9441  0.422
H 1.0504 0.2819 2.8222  -0.401
H 1.1902 0.6275 4.5428  0.540
H -1.0711 1.4225 2.8341  -0.330
H 0.9385 3.0061 2.9466  -0.153
H 0.4306 3.0554 4.6539  0.626
H -0.2983 4.8438 3.5429  0.406
H -1.7461 3.9294 3.9268  0.305
H -2.0621 5.7359 1.4173  0.254
H -3.0783 4.6335 2.3651  0.355
H -2.8118 4.3565 0.5938  0.159
C 8.3940 7.0170 4.9846  -0.775
O 8.1814 6.1395 3.9314  -0.280
C 9.4368 5.4397 3.6895  -0.829
C 9.1628 4.4505 2.5841  -0.135
N 8.6159 5.1369 1.4060  -0.290
C 8.0702 4.3522 0.3444  -1.201
C 6.7441 3.7514 0.6712  0.351
O 6.6860 2.8048 1.7465  -0.353
C 7.3086 1.6107 1.4435  -0.363
H 9.2401 7.7152 4.8962  0.300
H 8.6218 6.4375 5.9069  0.305
H 7.4658 7.5551 5.1239  0.241
H 9.8150 4.9658 4.6074  0.441
H 10.1633 6.1929 3.4268  0.436
H 8.5114 3.6834 3.0065  0.159
H 10.1610 3.9788 2.4093  0.254
H 7.9021 5.8141 1.7085  0.277
H 8.8891 3.6995 0.0677  0.388
H 7.9761 4.9685 -0.5535  0.419
H 6.3080 3.2725 -0.2432  -0.233
H 6.0856 4.5328 1.0684  0.338
H 7.2390 1.0096 2.3226  0.295
H 8.3553 1.8140 1.1591  0.388
H 6.7275 1.0689 0.6959  -0.130
C 5.0859 -0.8156 -0.6112  -0.493
O 4.5729 -1.7483 -1.5117  -0.180
C 4.5597 -1.3461 -2.8432  0.286
C 4.0757 -2.4193 -3.7729  -1.030
N 4.7881 -3.6761 -3.4879  -0.005
C 4.5590 -4.8331 -4.3317  -0.666
C 5.4544 -6.0007 -4.0179  -0.771
O 5.3285 -6.4721 -2.7312  -0.138
C 5.9706 -7.7327 -2.5139  -0.907
H 4.8573 -1.1908 0.3919  0.344
H 4.6541 0.1354 -0.7701  -0.259
H 6.1822 -0.7280 -0.7574  0.489
H 5.5616 -0.9810 -3.2601  0.244
H 3.8143 -0.4874 -2.9577  -0.312
H 4.2528 -2.1506 -4.8481  0.548
H 3.0266 -2.5401 -3.6594  0.256
H 4.8083 -3.8742 -2.4867  0.096
H 4.6573 -4.6555 -5.4179  0.421
H 3.5537 -5.1739 -4.1964  0.360
H 6.5387 -5.6540 -4.1656  0.329
H 5.2586 -6.7653 -4.7791  0.423
H 6.0722 -8.0072 -1.4763  0.255
H 7.0207 -7.6105 -2.8486  0.369
H 5.4206 -8.5348 -3.0707  0.321
C 0.7366 -1.1844 -4.2379  -0.871
O 0.2803 -2.5093 -4.2971  -0.459
C -1.0541 -2.6222 -3.8343  -0.383
C -1.1072 -3.2675 -2.4764  0.030
N -2.5339 -3.3743 -1.9308  0.313
C -3.3759 -4.1933 -2.7367  -0.764
C -4.7989 -4.4310 -2.1306  -0.808
O -4.7667 -5.3783 -1.0503  -0.350
C -6.0074 -5.4400 -0.3875  -0.589
H 1.6137 -0.9869 -4.8418  0.425
H 0.8611 -0.9103 -3.1599  0.260
H -0.0105 -0.4873 -4.6732  0.421
H -1.5446 -3.2917 -4.5383  0.288
H -1.5005 -1.5855 -3.7726  0.230
H -0.6027 -2.6554 -1.7130  -0.485
H -0.5101 -4.1808 -2.4457  0.332
H -2.4408 -3.7651 -1.0121  0.134
H -3.0167 -5.1741 -2.9673  0.371
H -3.5805 -3.7236 -3.6987  0.439
H -5.5040 -4.8690 -2.8601  0.427
H -5.2453 -3.5013 -1.8267  0.399
H -6.1181 -6.3583 0.1956  0.318
H -6.8603 -5.4096 -1.1096  0.318
H -6.2008 -4.5432 0.2148  0.074
C 3.4839 1.8076 0.9988  -0.578
O 2.1003 1.5172 1.0097  -0.029
C 1.7071 0.6175 -0.0577  -0.804
C 0.2450 0.5656 -0.0243  0.824
N -0.4684 1.8082 -0.3316  0.401
C -1.7743 1.4246 -0.7488  -1.560
C -2.5992 0.6277 0.2399  1.069
O -3.8551 0.4356 -0.3816  0.820
C -4.4768 -0.6746 0.0862  -0.957
H 4.1273 1.0188 1.4518  0.280
H 3.6827 2.7179 1.5841  0.238
H 3.7152 2.0318 -0.0744  -0.287
H 2.1835 -0.3377 0.1780  -0.072
H 2.1883 0.9950 -0.9277  -0.426
H -0.0442 0.2430 0.9686  -0.528
H -0.1630 -0.1415 -0.6790  0.215
H -0.5199 2.4363 0.4508  0.082
H -1.7109 0.9641 -1.7150  0.281
H -2.3206 2.3783 -0.8209  0.581
H -2.7647 1.1252 1.1814  -0.565
H -2.1365 -0.3848 0.4283  0.086
H -5.5396 -0.5838 -0.0619  0.520
H -4.4382 -0.8194 1.1994  0.151
H -4.0971 -1.5915 -0.3691  -0.012
C -0.5491 7.9175 -6.7980  -0.721
O 0.1546 6.7306 -6.6880  -0.307
C 0.0886 6.1072 -5.4129  -0.316
C 1.3972 5.2210 -5.2703  -0.583
N 1.7381 4.8637 -3.8637  -0.339
C 2.5827 3.6089 -3.8136  -0.699
C 2.8263 3.1929 -2.3387  0.407
O 3.8173 2.2087 -2.2345  0.344
C 5.1647 2.4609 -2.6784  -1.357
H -1.5994 7.8247 -6.3945  0.281
H -0.5007 8.1196 -7.9079  0.226
H -0.0569 8.7335 -6.2850  0.313
H -0.8444 5.5066 -5.2930  0.010
H -0.0082 6.8388 -4.5384  0.320
H 2.2226 5.7680 -5.7688  0.384
H 1.3193 4.2888 -5.7379  0.412
H 2.1300 5.6334 -3.4008  0.243
H 3.5498 3.7560 -4.3248  0.721
H 1.9558 2.8833 -4.3349  0.249
H 1.9367 2.6201 -2.0698  -0.627
H 2.9815 4.0439 -1.6642  0.337
H 5.8506 1.9717 -2.0211  0.367
H 5.4410 3.5342 -2.6123  0.448
H 5.3304 2.0054 -3.6397  0.228
N -6.0159 2.3911 1.4020  -0.140
C -7.1984 1.9301 0.9502  0.454
N -7.2575 1.7200 -0.4089  -0.146
O -8.2257 1.8289 1.5788  -0.758
H -5.2122 2.3232 0.7631  -0.032
H -5.8798 2.3474 2.4431  0.247
H -8.1852 1.6173 -0.8095  0.211
H -6.5486 2.0640 -1.0654  0.305
N -6.9812 -2.0419 2.9001  0.102
C -5.7431 -2.4474 3.4482  0.361
N -5.3612 -3.7912 3.3216  -0.398
O -4.9938 -1.6958 4.0732  -0.601
H -7.2512 -1.1297 3.2501  -0.037
H -7.7501 -2.7141 2.9372  0.231
H -5.8696 -4.4892 2.7882  0.176
H -4.6590 -4.0363 4.0686  0.273
N -0.5912 2.8199 -3.2836  0.228
C -1.1867 2.0327 -4.1925  0.424
N -1.1448 2.4825 -5.5221  -0.377
O -1.5863 0.8923 -3.9637  -0.656
H -0.6792 2.5469 -2.2984  -0.111
H 0.0039 3.6159 -3.5008  0.097
H -1.3237 3.4489 -5.7700  0.118
H -1.6234 1.8051 -6.1276  0.310
C -4.6210 3.8203 -4.0067  -1.413
C -4.6372 2.3481 -3.6271  0.508
O -5.0543 2.2643 -2.2588  -0.728
H -5.5531 4.3042 -3.8147  0.429
H -4.3912 4.0215 -5.0554  0.379
H -3.8818 4.4107 -3.4244  0.245
H -3.6685 1.8882 -3.8114  -0.217
H -5.5139 1.8758 -4.1194  0.312
H -4.8147 1.3512 -2.0657  0.055


Record order is preserved below.
Energy above the lowest of the compared OMol25 structures with the same formula, charge and spin: 559.9, 0.0 kJ/mol
Record order is preserved below.
HOMO-LUMO gap: 6.35, 8.64 eV
Record order is preserved below.
Energy: -3679.93449, -4373.18260 hartree